Entry 1:
Entry from the OMol25 dataset: a 9-piece molecular cluster, C12H28F3N10O18 overall (ωB97M-V with the def2-TZVPD basis set).

Positions of all 71 atoms, in Å:
C  0.34144  -1.79010  1.75199
C  -0.96318  -1.69082  0.97088
F  -0.85638  -0.43725  0.18425
N  -2.01529  -1.72117  1.87467
N  -3.30868  -1.89111  1.14757
C  -4.24396  -1.13124  1.89461
O  -4.55978  -1.23126  3.01812
F  -4.85232  -0.17442  1.13377
C  -3.70121  -3.21063  0.98516
O  -3.04657  -4.11853  0.59731
F  -5.05026  -3.38332  1.19291
H  1.20051  -1.64063  1.10196
H  0.32197  -1.00584  2.51596
H  0.37265  -2.75324  2.26075
H  -1.02412  -2.47358  0.20161
C  -3.28109  1.43163  -0.66951
N  -2.90350  2.30300  -1.81195
O  -3.74795  2.57159  -2.64738
O  -1.75871  2.71386  -1.85898
H  -4.32371  1.16941  -0.78259
H  -2.63612  0.55818  -0.69454
H  -3.09896  1.99692  0.23936
C  -8.08125  -0.77274  -0.19758
N  -7.13760  -1.16837  -1.27904
O  -6.30036  -0.36151  -1.61682
O  -7.26819  -2.28411  -1.73583
H  -7.83722  0.23550  0.11295
H  -9.08514  -0.83814  -0.60546
H  -7.95044  -1.48054  0.61513
C  5.11037  -2.09605  0.86255
N  4.04532  -1.83274  1.87028
O  3.29624  -2.74557  2.14810
O  4.00541  -0.72139  2.35375
H  4.99984  -3.12006  0.52445
H  4.98110  -1.38575  0.05152
H  6.06083  -1.93312  1.36196
C  4.27589  -6.51521  2.55143
N  5.32037  -5.86371  1.71514
O  6.47938  -5.95139  2.06702
O  4.93288  -5.26689  0.73538
H  4.76286  -6.99732  3.39087
H  3.59533  -5.73125  2.87223
H  3.75822  -7.22944  1.91905
C  0.37341  3.02705  -3.98951
N  1.76578  2.64503  -4.35737
O  1.96231  1.51936  -4.76423
O  2.62142  3.49718  -4.22975
H  -0.27147  2.17395  -4.15203
H  0.37646  3.31902  -2.94662
H  0.10013  3.86561  -4.62291
C  -3.54929  5.62757  -2.41044
N  -3.94958  6.91572  -1.77923
O  -5.04059  6.98269  -1.25718
O  -3.15124  7.83266  -1.82827
H  -4.35922  4.92120  -2.29366
H  -3.34858  5.82865  -3.45783
H  -2.64676  5.28397  -1.91356
C  -0.71451  10.26912  -2.60613
N  0.68311  9.88149  -2.94359
O  0.88225  8.75570  -3.34224
O  1.53505  10.73527  -2.79825
H  -1.36501  9.42009  -2.77888
H  -0.72580  10.56596  -1.56245
H  -0.97389  11.10829  -3.24397
C  9.23635  -7.87704  4.05318
N  8.04128  -7.58692  4.89111
O  7.22912  -8.47576  5.04868
O  7.95815  -6.47136  5.35361
H  9.17150  -8.90290  3.71267
H  9.21858  -7.17797  3.22265
H  10.11241  -7.71525  4.67315

total energy	-72785.2680	eV
strongest force on any atom	1.2	eV Å⁻¹
relative energy (zero: lowest compared OMol25 entry of this formula, charge and spin)	0.0	kcal/mol
orbital gap	5.9	eV
HOMO level	-4.47	eV
net charge	-1

---

Entry 2:
Entry from the OMol25 dataset: C24H19Cl5MnN2O2 as an isolated structure (ωB97M-V with the def2-TZVPD basis set).

Positions of all 53 atoms, in Å:
Mn  -0.14959  -0.28301  -0.32440
Cl  0.39672  -2.46213  1.13437
C  -0.54274  -1.40129  2.15507
C  -0.89901  -0.19983  1.55570
C  -1.63953  0.67722  2.33015
Cl  -2.08253  2.18737  1.61866
C  -2.01651  0.37138  3.63699
Cl  -2.94786  1.48190  4.54905
C  -1.62014  -0.84404  4.20254
Cl  -2.06249  -1.23068  5.80917
C  -0.85724  -1.74528  3.45660
Cl  -0.31532  -3.22445  4.13343
O  -2.71276  -2.89720  -0.45609
C  -2.40370  -2.08646  -1.33244
O  -1.51502  -1.19501  -1.27945
C  -3.18539  -2.21849  -2.67115
N  -4.22589  -3.25978  -2.40443
C  -4.12676  -4.34893  -3.42731
C  -3.25717  -3.75652  -4.53405
C  -2.31585  -2.80417  -3.79015
H  -3.63523  -1.26718  -2.94524
H  -5.16345  -2.87533  -2.33765
H  -3.90856  -3.54390  -1.41797
H  -5.11778  -4.62751  -3.77459
H  -3.65734  -5.21745  -2.97035
H  -3.87045  -3.20837  -5.25035
H  -2.71515  -4.52891  -5.07459
H  -1.91535  -2.02654  -4.43470
H  -1.47785  -3.35935  -3.36458
N  1.05556  0.96434  -0.32293
C  1.96354  1.71243  0.17534
C  2.74684  2.61652  -0.67949
C  4.07722  2.90506  -0.36779
C  4.82908  3.69486  -1.22046
C  4.25315  4.22743  -2.36632
C  2.92143  3.96850  -2.66376
C  2.17361  3.15587  -1.83264
C  2.22354  1.69360  1.63815
C  2.31170  0.46753  2.29713
C  2.49538  0.42268  3.66735
C  2.60398  1.60461  4.38781
C  2.53833  2.82723  3.73425
C  2.35522  2.87672  2.36172
H  4.52470  2.48447  0.52315
H  5.86647  3.89927  -0.99256
H  4.84450  4.84633  -3.02797
H  2.47206  4.40303  -3.54678
H  1.13418  2.94446  -2.04768
H  2.29344  -0.43875  1.71048
H  2.56582  -0.53200  4.17339
H  2.76020  1.57276  5.45797
H  2.64160  3.74629  4.29555
H  2.28837  3.83071  1.85385

total energy	-126198.7617	eV
strongest force on any atom	2.0	eV Å⁻¹
relative energy (zero: lowest compared OMol25 entry of this formula, charge and spin)	13.0	kcal/mol
orbital gap (alpha / beta)	7.7 / 8.1	eV
HOMO level (alpha / beta)	-11.18 / -11.22	eV
net charge	+1
2S+1	5

---

Entry 3:
Entry from the OMol25 dataset: C17H21N5O2Ru as an isolated structure (ωB97M-V with the def2-TZVPD basis set).

Positions of all 46 atoms, in Å:
N  1.15932  3.51758  -0.64367
C  0.74307  4.56886  -0.41741
C  0.28193  5.91540  -0.20074
H  -0.81516  5.92763  -0.28571
H  0.71673  6.53427  -0.99506
H  0.57667  6.27659  0.78284
N  2.99824  -1.96488  -0.75881
C  3.89099  -2.54551  -1.20790
C  5.05791  -3.30425  -1.60145
H  5.60175  -2.74594  -2.39337
H  4.73635  -4.29526  -1.99078
H  5.70937  -3.43374  -0.72191
N  -2.78456  -2.13597  -0.45712
C  -3.90702  -2.36547  -0.33222
C  -5.30272  -2.66935  -0.20726
H  -5.46618  -3.41365  0.56354
H  -5.62770  -3.05362  -1.17844
H  -5.84996  -1.75036  0.02902
Ru  1.02882  -0.67180  -0.75522
C  0.37443  -2.02861  0.33181
O  -0.13873  -2.84452  0.96671
C  2.08264  0.48865  0.32954
O  2.64328  1.26987  0.96914
C  0.98066  1.03311  -2.44155
C  -0.36326  1.08929  -2.06901
C  -1.12461  -0.08088  -2.05561
C  -0.52611  -1.29734  -2.38288
C  0.84043  -1.37762  -2.75643
C  1.60908  -0.18794  -2.76756
H  1.53058  1.97513  -2.43350
H  -0.79038  2.03035  -1.71882
H  -2.16186  -0.06851  -1.71049
H  -1.15102  -2.18850  -2.31743
H  1.28676  -2.33100  -2.99585
H  2.66692  -0.21834  -3.00364
C  -0.60373  1.78077  3.93812
N  -0.69809  0.47021  3.27740
C  -1.37402  -0.61437  4.00226
C  -0.74094  0.47958  1.96420
N  -0.74588  0.55195  0.79360
H  -0.78233  1.67188  5.01291
H  -1.33949  2.47305  3.50229
H  0.39532  2.20279  3.78813
H  -2.43364  -0.66799  3.71494
H  -0.89825  -1.56734  3.75392
H  -1.28559  -0.43419  5.07951

total energy	-32045.7179	eV
strongest force on any atom	6.9	eV Å⁻¹
orbital gap (alpha / beta)	7.6 / 1.9	eV
HOMO level (alpha / beta)	-20.44 / -21.42	eV
net charge	+4
2S+1	5

---

Question: Among the records above, which one has the highest strongest force on any atom?
Answer: C17H21N5O2Ru

---

Question: strongest force on any atom of number 2 (C24H19Cl5MnN2O2)?
Answer: 2.0 eV Å⁻¹

---

Question: strongest force on any atom of number 2 (C24H19Cl5MnN2O2)?
Answer: 2.0 eV Å⁻¹

---

Question: Look up the net charge of the first one.
Answer: -1